Here is a 10-piece molecular cluster, C21H62O10S9Si overall at a distorted geometry from OMol25. Energies are from ωB97M-V with the def2-TZVPD basis set.

Each atom is followed by the atoms it is bonded to, with distances in Å.
Cartesian coordinates (Å):
1 Si 1.825 4.219 1.004  C2 1.906, H6 1.482, H7 1.474, H8 1.481
2 C 3.197 3.456 2.084  Si1 1.906, C3 1.523, H9 1.086, H10 1.086
3 C 3.499 4.551 3.098  C2 1.523, C4 1.542, O5 1.372, H11 1.081
4 C 4.717 4.305 4.011  C3 1.542, O5 1.433, H12 1.076, H13 1.079
5 O 4.671 5.245 2.930  C3 1.372, C4 1.433
6 H 1.698 5.670 1.279  Si1 1.482
7 H 2.072 4.093 -0.444  Si1 1.474
8 H 0.555 3.566 1.398  Si1 1.481
9 H 2.856 2.609 2.672  C2 1.086
10 H 4.124 3.285 1.546  C2 1.086
11 H 2.647 5.059 3.528  C3 1.081
12 H 4.944 3.287 3.749  C4 1.076
13 H 4.313 4.652 4.950  C4 1.079
14 C 3.583 -1.539 0.825  S15 1.798, H18 1.088, H19 1.091, H20 1.091
15 S 2.843 0.096 0.936  C14 1.798, O16 1.486, C17 1.793
16 O 2.260 0.221 2.297  S15 1.486
17 C 1.494 -0.234 -0.197  S15 1.793, H21 1.094, H22 1.090, H23 1.089
18 H 4.438 -1.568 1.497  C14 1.088
19 H 2.851 -2.290 1.124  C14 1.091
20 H 3.916 -1.715 -0.199  C14 1.091
21 H 0.902 -1.081 0.161  C17 1.094
22 H 1.904 -0.445 -1.185  C17 1.090
23 H 0.872 0.658 -0.247  C17 1.089
24 C 1.909 6.831 7.246  S25 1.795, H28 1.088, H29 1.090, H30 1.091
25 S 1.603 5.260 6.434  C24 1.795, O26 1.486, C27 1.795
26 O 0.608 5.501 5.357  S25 1.486
27 C 0.735 4.512 7.815  S25 1.795, H31 1.090, H32 1.091, H33 1.088
28 H 2.418 7.483 6.539  C24 1.088
29 H 0.962 7.283 7.543  C24 1.090
30 H 2.542 6.674 8.121  C24 1.091
31 H -0.135 5.116 8.073  C27 1.090
32 H 1.406 4.433 8.672  C27 1.091
33 H 0.412 3.518 7.510  C27 1.088
34 C -1.974 -4.761 0.802  S35 1.795, H38 1.090, H39 1.090, H40 1.090
35 S -1.337 -3.384 -0.157  C34 1.795, O36 1.490, C37 1.795
36 O -0.686 -2.443 0.798  S35 1.490
37 C -2.936 -2.684 -0.575  S35 1.795, H41 1.090, H42 1.090, H43 1.088
38 H -1.125 -5.318 1.197  C34 1.090
39 H -2.583 -4.382 1.624  C34 1.090
40 H -2.566 -5.407 0.154  C34 1.090
41 H -3.479 -2.444 0.339  C37 1.090
42 H -3.495 -3.401 -1.177  C37 1.090
43 H -2.765 -1.778 -1.152  C37 1.088
44 C 1.538 6.352 12.939  S45 1.796, H48 1.088, H49 1.090, H50 1.090
45 S 2.870 5.406 12.193  C44 1.796, O46 1.485, C47 1.796
46 O 2.768 5.597 10.723  S45 1.485
47 C 2.185 3.787 12.561  S45 1.796, H51 1.090, H52 1.090, H53 1.088
48 H 1.749 7.407 12.781  C44 1.088
49 H 0.592 6.091 12.464  C44 1.090
50 H 1.500 6.143 14.008  C44 1.090
51 H 1.196 3.696 12.111  C47 1.090
52 H 2.127 3.655 13.641  C47 1.090
53 H 2.851 3.039 12.137  C47 1.088
54 C 1.401 -2.314 -3.489  S55 1.795, H58 1.089, H59 1.090, H60 1.090
55 S -0.345 -2.479 -3.873  C54 1.795, O56 1.491, C57 1.791
56 O -0.703 -3.912 -3.670  S55 1.491
57 C -0.187 -2.219 -5.637  S55 1.791, H61 1.090, H62 1.090, H63 1.089
58 H 1.527 -2.485 -2.421  C54 1.089
59 H 1.970 -3.056 -4.051  C54 1.090
60 H 1.733 -1.307 -3.741  C54 1.090
61 H 0.486 -2.965 -6.060  C57 1.090
62 H 0.192 -1.214 -5.824  C57 1.090
63 H -1.172 -2.321 -6.090  C57 1.089
64 C -3.480 -4.657 -8.264  S65 1.797, H68 1.088, H69 1.090, H70 1.090
65 S -2.857 -3.296 -9.257  C64 1.797, O66 1.489, C67 1.792
66 O -2.191 -2.347 -8.323  S65 1.489
67 C -4.457 -2.601 -9.665  S65 1.792, H71 1.087, H72 1.089, H73 1.088
68 H -2.627 -5.209 -7.872  C64 1.088
69 H -4.077 -4.273 -7.437  C64 1.090
70 H -4.081 -5.316 -8.890  C64 1.090
71 H -4.996 -2.347 -8.756  C67 1.087
72 H -5.028 -3.325 -10.247  C67 1.089
73 H -4.292 -1.705 -10.260  C67 1.088
74 C -8.093 -2.481 -5.577  S75 1.795, H78 1.088, H79 1.090, H80 1.090
75 S -6.807 -3.443 -6.378  C74 1.795, O76 1.487, C77 1.796
76 O -6.990 -3.290 -7.846  S75 1.487
77 C -7.463 -5.052 -5.925  S75 1.796, H81 1.090, H82 1.090, H83 1.088
78 H -7.896 -1.429 -5.773  C74 1.088
79 H -9.065 -2.756 -5.986  C74 1.090
80 H -8.065 -2.664 -4.503  C74 1.090
81 H -8.476 -5.157 -6.313  C77 1.090
82 H -7.457 -5.153 -4.840  C77 1.090
83 H -6.821 -5.811 -6.365  C77 1.088
84 C 2.082 -8.832 -0.348  S85 1.797, H88 1.088, H89 1.090, H90 1.090
85 S 1.818 -7.096 0.032  C84 1.797, O86 1.486, C87 1.796
86 O 0.908 -7.032 1.206  S85 1.486
87 C 0.830 -6.736 -1.425  S85 1.796, H91 1.090, H92 1.090, H93 1.089
88 H 2.655 -9.270 0.466  C84 1.088
89 H 1.121 -9.338 -0.436  C84 1.090
90 H 2.645 -8.916 -1.278  C84 1.090
91 H -0.048 -7.381 -1.445  C87 1.090
92 H 1.432 -6.890 -2.321  C87 1.090
93 H 0.515 -5.694 -1.379  C87 1.089
94 C 1.345 6.372 -2.952  S95 1.797, H98 1.088, H99 1.090, H100 1.090
95 S 1.430 4.826 -3.864  C94 1.797, O96 1.483, C97 1.797
96 O 1.700 3.755 -2.874  S95 1.483
97 C 2.984 5.182 -4.693  S95 1.797, H101 1.090, H102 1.090, H103 1.088
98 H 0.456 6.341 -2.325  C94 1.088
99 H 2.231 6.478 -2.326  C94 1.090
100 H 1.270 7.202 -3.653  C94 1.090
101 H 3.760 5.369 -3.951  C97 1.090
102 H 2.859 6.048 -5.342  C97 1.090
103 H 3.250 4.313 -5.292  C97 1.088

- F_max (hartree/bohr) = 0.07006
- charge = 0
- Kohn-Sham gap (eV) = 8.46
- highest occupied orbital energy (hartree) = -0.2997
- LUMO (eV) = 0.305

=====

Here is a 7-piece molecular cluster, C21H62O27P6S overall at a distorted geometry from OMol25. Energies are from ωB97M-V with the def2-TZVPD basis set.

Each atom is followed by the atoms it is bonded to, with distances in Å.
Cartesian coordinates (Å):
1 C 3.401 -4.457 5.242  C2 1.526, H8 1.090, H9 1.090, H10 1.090
2 C 2.712 -3.488 4.284  C1 1.526, O3 1.391, H11 1.090, H12 1.090
3 O 1.403 -3.301 4.715  C2 1.391, S4 1.670
4 S 0.272 -2.961 3.535  O3 1.670, C5 1.831, O6 1.455, O7 1.472
5 C -0.911 -1.932 4.480  S4 1.831, H13 1.090, H14 1.090, H15 1.090
6 O 0.825 -2.101 2.500  S4 1.455
7 O -0.326 -4.275 3.245  S4 1.472
8 H 3.307 -4.152 6.284  C1 1.090
9 H 4.411 -4.666 4.888  C1 1.090
10 H 2.828 -5.383 5.201  C1 1.090
11 H 3.215 -2.532 4.425  C2 1.090
12 H 2.727 -3.778 3.233  C2 1.090
13 H -0.197 -1.398 5.107  C5 1.090
14 H -1.501 -2.604 5.103  C5 1.090
15 H -1.407 -1.226 3.813  C5 1.090
16 C -2.344 -1.031 -4.697  O17 1.409, H24 1.090, H25 1.090, H26 1.090
17 O -1.893 0.270 -4.998  C16 1.409, P18 1.627
18 P -2.832 1.333 -5.796  O17 1.627, O19 1.479, O20 1.657, O22 1.637
19 O -3.046 1.138 -7.246  P18 1.479
20 O -4.238 1.377 -4.919  P18 1.657, C21 1.438
21 C -4.263 1.644 -3.506  O20 1.438, H27 1.090, H28 1.090, H29 1.090
22 O -2.110 2.759 -5.442  P18 1.637, C23 1.396
23 C -0.927 3.168 -6.059  O22 1.396, H30 1.090, H31 1.090, H32 1.090
24 H -2.326 -1.101 -3.609  C16 1.090
25 H -1.677 -1.762 -5.152  C16 1.090
26 H -3.310 -1.384 -5.058  C16 1.090
27 H -4.738 2.582 -3.220  C21 1.090
28 H -3.324 1.605 -2.954  C21 1.090
29 H -4.885 0.902 -3.004  C21 1.090
30 H -0.386 3.516 -5.180  C23 1.090
31 H -0.942 4.054 -6.695  C23 1.090
32 H -0.474 2.337 -6.600  C23 1.090
33 C 1.379 -8.885 -4.625  O34 1.276, H41 1.090, H42 1.090, H43 1.090
34 O 1.576 -7.696 -4.205  C33 1.276, P35 1.626
35 P 0.877 -7.191 -2.827  O34 1.626, O36 1.464, O37 1.651, O39 1.596
36 O 0.944 -8.122 -1.699  P35 1.464
37 O 1.620 -5.728 -2.643  P35 1.651, C38 1.390
38 C 1.348 -5.026 -1.474  O37 1.390, H44 1.090, H45 1.090, H46 1.090
39 O -0.551 -6.703 -3.348  P35 1.596, C40 1.414
40 C -1.865 -7.031 -2.945  O39 1.414, H47 1.090, H48 1.090, H49 1.090
41 H 1.733 -9.627 -3.909  C33 1.090
42 H 2.029 -9.198 -5.441  C33 1.090
43 H 0.438 -9.007 -5.162  C33 1.090
44 H 2.217 -4.541 -1.029  C38 1.090
45 H 0.941 -5.691 -0.712  C38 1.090
46 H 0.580 -4.283 -1.688  C38 1.090
47 H -2.307 -6.034 -2.952  C40 1.090
48 H -1.872 -7.489 -1.956  C40 1.090
49 H -2.346 -7.773 -3.583  C40 1.090
50 C -5.668 -0.176 1.813  O51 1.406, H58 1.090, H59 1.090, H60 1.090
51 O -5.072 1.089 1.960  C50 1.406, P52 1.652
52 P -5.156 1.912 3.390  O51 1.652, O53 1.475, O54 1.639, O56 1.668
53 O -4.209 1.357 4.376  P52 1.475
54 O -6.713 1.682 3.849  P52 1.639, C55 1.405
55 C -7.229 2.571 4.807  O54 1.405, H61 1.090, H62 1.090, H63 1.090
56 O -5.110 3.556 3.111  P52 1.668, C57 1.445
57 C -5.769 4.241 2.024  O56 1.445, H64 1.090, H65 1.090, H66 1.090
58 H -4.903 -0.952 1.825  C50 1.090
59 H -6.007 -0.101 0.779  C50 1.090
60 H -6.469 -0.380 2.523  C50 1.090
61 H -7.209 1.980 5.723  C55 1.090
62 H -8.216 2.950 4.542  C55 1.090
63 H -6.547 3.403 4.982  C55 1.090
64 H -6.712 4.707 2.312  C57 1.090
65 H -5.907 3.477 1.258  C57 1.090
66 H -5.125 5.054 1.689  C57 1.090
67 C 7.409 0.977 6.466  O68 1.349, H75 1.090, H76 1.090, H77 1.090
68 O 6.174 0.674 6.916  C67 1.349, P69 1.617
69 P 5.191 -0.265 6.041  O68 1.617, O70 1.478, O71 1.646, O73 1.627
70 O 4.301 -1.122 6.851  P69 1.478
71 O 6.234 -0.969 4.979  P69 1.646, C72 1.404
72 C 6.607 -2.318 5.088  O71 1.404, H78 1.090, H79 1.090, H80 1.090
73 O 4.327 0.813 5.183  P69 1.627, C74 1.389
74 C 3.734 0.760 3.928  O73 1.389, H81 1.090, H82 1.090, H83 1.090
75 H 7.932 0.063 6.186  C67 1.090
76 H 8.065 1.254 7.292  C67 1.090
77 H 7.510 1.704 5.660  C67 1.090
78 H 7.663 -2.563 5.203  C72 1.090
79 H 6.280 -2.908 4.232  C72 1.090
80 H 6.077 -2.710 5.956  C72 1.090
81 H 3.868 -0.231 3.494  C74 1.090
82 H 4.487 1.336 3.390  C74 1.090
83 H 2.784 1.294 3.932  C74 1.090
84 C 0.174 1.831 -2.815  O85 1.421, H92 1.090, H93 1.090, H94 1.090
85 O 0.313 0.432 -2.601  C84 1.421, P86 1.660
86 P -0.212 -0.356 -1.238  O85 1.660, O87 1.463, O88 1.655, O90 1.665
87 O -0.089 -1.813 -1.189  P86 1.463
88 O 0.485 0.374 0.072  P86 1.655, C89 1.410
89 C 1.821 0.404 0.521  O88 1.410, H95 1.090, H96 1.090, H97 1.090
90 O -1.766 0.227 -1.110  P86 1.665, C91 1.377
91 C -2.499 -0.251 -0.047  O90 1.377, H98 1.090, H99 1.090, H100 1.090
92 H -0.753 2.202 -2.378  C84 1.090
93 H 0.135 2.100 -3.870  C84 1.090
94 H 1.130 2.168 -2.414  C84 1.090
95 H 2.385 0.925 -0.253  C89 1.090
96 H 2.174 -0.624 0.603  C89 1.090
97 H 1.881 0.940 1.468  C89 1.090
98 H -2.959 0.567 0.507  C91 1.090
99 H -1.888 -0.894 0.587  C91 1.090
100 H -3.269 -0.862 -0.518  C91 1.090
101 C 2.801 5.264 -1.426  O102 1.443, H109 1.090, H110 1.090, H111 1.090
102 O 2.562 5.127 -2.843  C101 1.443, P103 1.640
103 P 1.609 6.231 -3.593  O102 1.640, O104 1.489, O105 1.670, O107 1.655
104 O 2.218 7.587 -3.678  P103 1.489
105 O 1.349 5.450 -5.046  P103 1.670, C106 1.467
106 C 1.568 6.263 -6.247  O105 1.467, H112 1.090, H113 1.090, H114 1.090
107 O 0.138 6.051 -2.856  P103 1.655, C108 1.395
108 C -0.625 7.188 -2.594  O107 1.395, H115 1.090, H116 1.090, H117 1.090
109 H 3.881 5.341 -1.301  C101 1.090
110 H 2.322 4.398 -0.968  C101 1.090
111 H 2.413 6.219 -1.073  C101 1.090
112 H 1.906 5.691 -7.111  C106 1.090
113 H 2.295 7.044 -6.023  C106 1.090
114 H 0.633 6.734 -6.550  C106 1.090
115 H -1.228 7.286 -1.692  C108 1.090
116 H -1.286 7.393 -3.436  C108 1.090
117 H -0.027 8.072 -2.373  C108 1.090

- SMILES string = CCOS(C)(=O)=O.COP(=O)(OC)OC.COP(=O)(OC)OC.COP(=O)(OC)OC.COP(=O)(OC)OC.COP(=O)(OC)OC.COP(=O)(OC)OC
- F_max (hartree/bohr) = 0.15395
- charge = 0
- Kohn-Sham gap (eV) = 10.35
- highest occupied orbital energy (hartree) = -0.3771
- ΔE to the lowest compared entry with this formula, charge and spin (eV) = 5.391
- LUMO (eV) = 0.086